No. 1
Molecular formula: C2H9GaNO2
Method: DFT, ωB97M-V/def2-TZVPD

The energy comes out at -60177.5849 eV. As for the HOMO energy: -0.13531 Eh. The value obtained for the maximum force is 0.18 eV/Å. Its LUMO energy is 3.93 eV.

Structure (ORCA input):
```
! RIJCOSX wB97M-V def2-TZVPD def2/J DEFGRID3
* xyz -1 1
N 2.6208 -0.6134 0.1048
C 1.6381 0.3518 0.6908
Ga 0.0639 0.8837 -0.5084
C -1.2963 -0.6614 -0.3227
O -2.6980 -0.4391 -0.6203
O -3.1997 0.5425 0.2981
H 2.7848 -0.3200 -0.8532
H 2.1444 -1.5017 -0.0061
H 1.2508 -0.1072 1.6132
H 2.2002 1.2355 1.0196
H 0.6000 0.8892 -2.0457
H -0.5579 2.3144 -0.1086
H -1.2496 -1.1361 0.6790
H -1.0561 -1.4542 -1.0473
H -3.2452 0.0160 1.1069
*
```

***

No. 2
Molecular formula: C4H12N2O
Method: DFT, ωB97M-V/def2-TZVPD

The energy comes out at -9366.5578 eV. As for the HOMO energy: -0.35747 Eh. The value obtained for the maximum force is 1.34 eV/Å. Its LUMO energy is 0.82 eV. For the relative energy (zero: lowest compared OMol25 entry of this formula, charge and spin), the calculation gives 447.3 kJ/mol.

Structure (ORCA input):
```
! RIJCOSX wB97M-V def2-TZVPD def2/J DEFGRID3
* xyz 0 1
C -0.9481 1.3838 2.6230
C 0.0275 1.6420 -0.8383
C -0.9138 0.1204 2.9829
C 0.1131 0.2655 -0.4505
N 0.1873 -0.8387 -0.1662
H -0.2169 -2.7129 1.3488
H -1.8458 1.8499 2.2481
H -0.0835 2.0235 2.7014
H -0.9860 2.0040 -0.6872
H 0.2933 1.7131 -1.8906
H 0.7215 2.2343 -0.2441
H -1.7761 -0.5222 2.9035
H -0.2657 -3.4373 1.6437
H -0.0095 -0.3500 3.3507
N 1.0714 -1.5848 -3.0827
O 1.3124 -0.1777 -3.2300
H 2.1833 -0.1247 -3.6477
H 0.1490 -1.7430 -3.4883
H 0.9865 -1.7451 -2.0766
*
```

***

No. 3
Molecular formula: C13H19BrN2O3S
Method: DFT, ωB97M-V/def2-TZVPD

The energy comes out at -103790.3848 eV. As for the HOMO energy: -0.34534 Eh. The value obtained for the maximum force is 1.09 eV/Å. Its LUMO energy is 0.47 eV. For the relative energy (zero: lowest compared OMol25 entry of this formula, charge and spin), the calculation gives 0.0 kJ/mol.

Structure (ORCA input):
```
! RIJCOSX wB97M-V def2-TZVPD def2/J DEFGRID3
* xyz 0 1
C 2.8933 3.3786 -1.7102
C 2.3534 3.6696 -0.3158
H 3.1847 3.7743 0.3827
H 1.8011 4.6129 -0.3226
C 1.4343 2.5548 0.1980
N 0.2636 2.4195 -0.6503
C 0.0780 1.4057 -1.5151
O 0.8906 0.5107 -1.6662
C -1.2593 1.4612 -2.2402
C -1.3323 0.5366 -3.4634
N -0.9775 -0.8390 -3.2094
S -1.8932 -1.6790 -2.1009
O -1.7713 -3.0700 -2.4105
O -3.1985 -1.0842 -2.0629
C -1.0813 -1.4204 -0.5163
C 0.1856 -1.9419 -0.3372
C 0.8630 -1.6997 0.8440
C 0.2439 -0.9426 1.8258
C -1.0400 -0.4462 1.6653
C -1.7043 -0.6895 0.4748
H -2.7066 -0.3265 0.3073
H -1.5104 0.1188 2.4561
Br 1.1812 -0.5715 3.4345
H 1.8593 -2.0835 0.9988
H 0.6299 -2.5325 -1.1218
H 0.0075 -0.9427 -3.0037
H -2.3596 0.5290 -3.8334
H -0.6701 0.9032 -4.2515
H -2.0362 1.1564 -1.5351
H -1.4688 2.4851 -2.5558
H -0.4267 3.1513 -0.5850
C 0.9895 2.8240 1.6319
H 0.2688 2.0771 1.9529
H 0.5278 3.8068 1.7081
H 1.8420 2.7903 2.3038
H 1.9583 1.5955 0.1356
H 3.5694 4.1687 -2.0274
H 2.0833 3.3090 -2.4325
H 3.4328 2.4351 -1.7177
*
```

***

Question: Which value of HOMO energy does entry 2 give?
Answer: -0.35747 Eh

***

Question: Which value of HOMO energy does entry 3 give?
Answer: -0.34534 Eh

***

Repeat the second record exactly.
Molecular formula: C4H12N2O
Method: DFT, ωB97M-V/def2-TZVPD

The energy comes out at -9366.5578 eV. As for the HOMO energy: -0.35747 Eh. The value obtained for the maximum force is 1.34 eV/Å. Its LUMO energy is 0.82 eV. For the relative energy (zero: lowest compared OMol25 entry of this formula, charge and spin), the calculation gives 447.3 kJ/mol.

Structure (ORCA input):
```
! RIJCOSX wB97M-V def2-TZVPD def2/J DEFGRID3
* xyz 0 1
C -0.9481 1.3838 2.6230
C 0.0275 1.6420 -0.8383
C -0.9138 0.1204 2.9829
C 0.1131 0.2655 -0.4505
N 0.1873 -0.8387 -0.1662
H -0.2169 -2.7129 1.3488
H -1.8458 1.8499 2.2481
H -0.0835 2.0235 2.7014
H -0.9860 2.0040 -0.6872
H 0.2933 1.7131 -1.8906
H 0.7215 2.2343 -0.2441
H -1.7761 -0.5222 2.9035
H -0.2657 -3.4373 1.6437
H -0.0095 -0.3500 3.3507
N 1.0714 -1.5848 -3.0827
O 1.3124 -0.1777 -3.2300
H 2.1833 -0.1247 -3.6477
H 0.1490 -1.7430 -3.4883
H 0.9865 -1.7451 -2.0766
*
```